C59H64N2O6PRbSSi as an isolated structure in a non-equilibrium geometry, computed with ωB97M-V/def2-TZVPD.

The max |F| comes out at 1.42 eV/A. Its molar mass is 1073.76 u. As for the energy: -106142.4162 eV. The HOMO energy comes out at 0.009 eV. The LUMO energy is 2.748 eV. Its HOMO-LUMO gap is 0.1007 Ha. As for the net charge: -2. Its energy above the lowest of the compared OMol25 structures with the same formula, charge and spin is 259.7 kJ/mol.

Atoms and positions in Å:
Rb -0.30 -0.65 0.18
C 2.51 -3.03 -3.83
C 1.51 -2.04 -3.23
C 0.21 -2.75 -2.86
C 1.29 -0.83 -4.16
C 0.35 -1.10 -5.36
O -0.84 -0.35 -5.05
C -0.54 0.40 -3.94
N 0.61 0.24 -3.45
C -1.57 1.29 -3.43
C -2.79 1.35 -4.12
C -3.80 2.19 -3.71
C -3.64 2.95 -2.56
C -2.46 2.87 -1.83
C -1.39 2.08 -2.26
P 0.30 2.32 -1.51
C 0.76 3.60 -2.79
C 1.97 3.46 -3.46
C 2.36 4.38 -4.43
C 1.54 5.46 -4.73
C 0.33 5.60 -4.07
C -0.06 4.68 -3.12
C -0.13 3.40 -0.10
C 0.13 4.69 0.12
C -0.23 5.19 1.49
C -1.65 4.77 1.79
C -1.88 3.47 1.63
C -0.67 2.70 1.15
H 2.65 -3.86 -3.14
H 3.47 -2.55 -4.00
H 2.14 -3.43 -4.78
H 1.94 -1.63 -2.31
H -0.10 -3.47 -3.63
H -0.61 -2.03 -2.72
H 0.34 -3.28 -1.92
H 2.26 -0.48 -4.51
H 0.09 -2.15 -5.48
H 0.75 -0.72 -6.30
H -2.91 0.74 -5.00
H -4.72 2.25 -4.27
H -4.42 3.62 -2.23
H -2.35 3.47 -0.94
H 2.60 2.62 -3.22
H 3.30 4.26 -4.94
H 1.85 6.19 -5.47
H -0.32 6.44 -4.30
H -1.02 4.79 -2.63
H 0.59 5.35 -0.60
H -0.05 6.25 1.62
H -2.37 5.49 2.15
H -2.80 2.96 1.85
H -0.88 1.64 0.99
C 6.53 -5.79 -0.33
O 5.15 -5.53 -0.26
C 4.77 -4.21 -0.12
C 5.68 -3.14 -0.11
C 5.18 -1.87 0.06
C 3.82 -1.58 0.21
C 3.36 -0.21 0.39
C 4.41 0.90 0.48
O 2.19 0.11 0.48
C 2.86 -2.67 0.19
O 1.62 -2.52 0.31
C 3.43 -3.99 0.02
H 6.63 -6.87 -0.37
H 7.06 -5.42 0.56
H 6.99 -5.35 -1.22
H 6.74 -3.30 -0.22
H 5.90 -1.06 0.08
H 5.12 0.71 1.29
H 3.89 1.84 0.67
H 4.96 0.98 -0.46
H 2.74 -4.83 0.01
C -3.18 -2.85 -3.46
C -2.92 -3.28 -2.03
O -2.34 -2.52 -1.29
C -3.40 -4.58 -1.56
C -3.13 -4.95 -0.24
C -3.56 -6.16 0.27
C -4.26 -7.04 -0.54
C -4.55 -6.69 -1.85
C -4.12 -5.47 -2.36
H -2.79 -1.84 -3.59
H -4.25 -2.84 -3.68
H -2.69 -3.52 -4.17
H -2.58 -4.24 0.38
H -3.34 -6.42 1.29
H -4.58 -8.00 -0.15
H -5.11 -7.37 -2.48
H -4.36 -5.21 -3.39
C -0.70 -0.19 5.08
Si -0.03 -1.03 3.47
C -1.13 -2.61 3.28
C 1.72 -1.63 3.94
C 2.22 -2.85 3.46
C 3.52 -3.26 3.73
C 4.35 -2.47 4.51
C 3.88 -1.25 4.98
C 2.59 -0.83 4.69
H -0.56 -0.83 5.97
H -1.76 0.02 4.98
H -0.19 0.76 5.28
H -1.07 -3.27 4.15
H -0.82 -3.18 2.40
H -2.17 -2.31 3.15
H 1.59 -3.47 2.84
H 3.88 -4.21 3.34
H 5.36 -2.79 4.73
H 4.53 -0.61 5.58
H 2.25 0.13 5.05
C 0.43 2.88 2.24
C 0.70 4.37 2.54
C 0.30 4.77 3.94
C 1.02 5.60 4.71
C 2.31 6.09 4.33
C 2.84 5.57 3.11
C 2.14 4.76 2.29
C 3.03 6.96 5.14
N 3.63 7.69 5.82
H 0.10 2.36 3.15
H 1.34 2.38 1.89
H -0.65 4.38 4.30
H 0.65 5.88 5.69
H 3.87 5.82 2.86
H 2.59 4.36 1.39
C -5.23 1.85 0.70
S -3.76 0.80 0.37
C -4.64 -0.29 -0.78
O -3.56 0.01 1.61
H -5.98 1.24 1.21
H -5.61 2.22 -0.25
H -4.94 2.68 1.34
H -4.80 0.25 -1.71
H -5.58 -0.61 -0.34
H -3.99 -1.14 -0.96

Atomic partial charges in e from the Mulliken method, atoms 1 to 5: number 1, Rb, carries -0.07; number 2, C, carries -1.95; number 3, C, carries 2.31; number 4, C, carries -0.73; number 5, C, carries -0.31

=====

A 2-piece molecular cluster, C59H66N3O2 overall in a non-equilibrium geometry, computed with ωB97M-V/def2-TZVPD.

The max |F| comes out at 3.06 eV/A. Its molar mass is 849.20 u. As for the energy: -70807.1674 eV. The HOMO energy comes out at -8.892 eV. The LUMO energy is -5.283 eV. Its HOMO-LUMO gap is 0.1327 Ha. As for the net charge: +1. Its energy above the lowest of the compared OMol25 structures with the same formula, charge and spin is 129.1 kJ/mol.

Atoms and positions in Å:
C -1.94 0.42 -2.09
C -2.37 1.62 -1.26
C -1.26 2.66 -1.21
C -3.59 2.24 -1.96
C -2.80 1.27 0.18
C -3.36 2.32 0.91
C -4.10 2.04 2.05
C -4.30 0.72 2.45
C -3.74 -0.35 1.76
C -4.32 -1.78 2.00
C -3.34 -2.69 2.73
C -4.76 -2.40 0.66
C -5.58 -1.72 2.87
C -2.72 0.00 0.81
N -1.50 -0.74 0.73
C -0.27 -0.28 1.19
C -0.06 0.91 1.89
C 1.27 1.51 1.80
C 1.98 1.64 0.56
C 3.35 1.84 0.54
C 4.03 1.96 1.77
N 5.36 1.45 1.85
O 5.88 1.33 2.98
O 5.91 1.07 0.79
C 3.32 2.16 2.97
C 1.97 1.89 2.97
N 0.61 -1.36 1.08
C 1.96 -1.47 1.55
C 2.24 -1.43 2.94
C 1.25 -1.89 4.06
C 1.81 -1.55 5.44
C 1.08 -3.41 3.95
C -0.12 -1.23 4.02
C 3.56 -1.18 3.33
C 4.61 -1.44 2.45
C 4.31 -1.86 1.17
C 3.02 -1.73 0.64
C 2.95 -1.93 -0.91
C 4.23 -1.39 -1.57
C 1.81 -1.20 -1.60
C 2.87 -3.43 -1.21
C -0.09 -2.44 0.55
C -1.34 -2.05 0.29
H -2.69 -0.38 -2.07
H -1.81 0.74 -3.13
H -0.97 0.01 -1.75
H -1.60 3.58 -0.71
H -0.40 2.28 -0.65
H -0.95 2.92 -2.23
H -3.91 3.17 -1.48
H -3.35 2.47 -3.01
H -4.44 1.54 -1.96
H -3.27 3.35 0.57
H -4.57 2.86 2.59
H -4.91 0.53 3.33
H -2.98 -2.20 3.64
H -3.85 -3.62 3.03
H -2.49 -2.96 2.11
H -5.37 -1.68 0.10
H -3.92 -2.70 0.04
H -5.37 -3.29 0.86
H -6.33 -1.03 2.46
H -6.04 -2.72 2.92
H -5.34 -1.44 3.91
H -0.91 1.41 2.31
H 1.44 1.55 -0.38
H 3.94 1.85 -0.37
H 3.87 2.42 3.88
H 1.42 1.89 3.92
H 1.98 -0.47 5.54
H 1.10 -1.85 6.22
H 2.75 -2.09 5.64
H 0.64 -3.69 2.98
H 2.06 -3.90 4.03
H 0.43 -3.78 4.75
H -0.70 -1.53 3.14
H -0.70 -1.55 4.90
H -0.05 -0.14 4.04
H 3.82 -0.84 4.33
H 5.65 -1.39 2.80
H 5.14 -2.23 0.55
H 5.10 -2.03 -1.37
H 4.10 -1.36 -2.66
H 4.46 -0.37 -1.23
H 0.85 -1.70 -1.48
H 1.75 -0.16 -1.25
H 2.02 -1.16 -2.68
H 1.96 -3.88 -0.79
H 2.87 -3.59 -2.29
H 3.74 -3.95 -0.78
H 0.38 -3.40 0.40
H -2.12 -2.59 -0.22
C -6.00 -1.76 7.20
C -4.76 -1.99 6.61
C -4.03 -0.94 6.05
C -4.54 0.38 6.06
C -3.81 1.48 5.39
C -2.44 1.33 5.08
C -1.60 2.10 4.24
C -0.48 2.77 4.88
C -0.04 4.05 4.44
C 1.01 4.70 5.08
C 1.67 4.10 6.15
C 1.27 2.84 6.60
C 0.20 2.18 5.99
C -4.56 2.72 5.10
C -3.99 4.00 5.28
C -4.72 5.15 5.00
C -6.02 5.06 4.49
C -6.61 3.81 4.30
C -5.91 2.66 4.64
C -5.76 0.60 6.74
C -6.50 -0.45 7.27
H -6.57 -2.59 7.63
H -4.34 -3.00 6.57
H -3.05 -1.14 5.60
H -1.94 0.53 5.64
H -2.03 2.57 3.36
H -0.58 4.52 3.61
H 1.31 5.69 4.74
H 2.49 4.62 6.65
H 1.77 2.36 7.44
H -0.14 1.21 6.37
H -2.98 4.06 5.69
H -4.27 6.13 5.17
H -6.59 5.97 4.25
H -7.63 3.72 3.90
H -6.40 1.69 4.53
H -6.15 1.62 6.86
H -7.47 -0.26 7.73

Atomic partial charges in e from the Mulliken method, atoms 1 to 5: number 1, C, carries -1.75; number 2, C, carries 2.09; number 3, C, carries -2.14; number 4, C, carries -1.74; number 5, C, carries 0.44

=====

C59H70F3FeN7O6 as an isolated structure in a non-equilibrium geometry, computed with ωB97M-V/def2-TZVPD.

The multiplicity is 6. The max |F| comes out at 3.49 eV/A. Its molar mass is 1086.09 u. As for the energy: -127564.2057 eV. The HOMO energy (spin up / spin down) comes out at -10.406 / -10.406 eV. The LUMO energy (spin up / spin down) is -2.840 / -4.474 eV. Its HOMO-LUMO gap (spin up / spin down) is 0.2780 / 0.2180 Ha. As for the net charge: +1.

Atoms and positions in Å:
Fe -1.80 -2.15 -0.46
O -0.31 -1.84 1.06
C 0.29 -0.57 0.70
C 0.36 -0.25 -0.86
O -0.69 -0.76 -1.71
H 1.18 -0.40 1.30
H -0.39 0.15 1.17
H 1.34 -0.58 -1.22
H 0.42 0.83 -0.93
N -0.87 -3.82 -1.60
C -1.52 -4.79 -2.31
C -0.91 -5.87 -2.88
C 0.47 -6.02 -2.78
C 1.16 -5.11 -2.05
C 0.48 -4.03 -1.49
H -2.59 -4.78 -2.47
H -1.55 -6.57 -3.40
H 0.97 -6.92 -3.11
H 2.23 -5.24 -1.93
H 1.15 -3.36 -0.98
N 3.50 4.08 -4.41
C 3.92 2.90 -4.95
C 3.38 1.67 -4.67
C 2.17 1.65 -3.94
C 1.70 2.87 -3.49
C 2.30 4.07 -3.72
H 4.78 2.92 -5.60
H 3.89 0.73 -4.86
H 1.76 0.72 -3.57
H 0.77 2.92 -2.95
H 1.86 5.00 -3.40
N -3.08 -0.65 0.43
C -3.39 0.48 -0.24
C -4.09 1.53 0.32
C -4.66 1.38 1.53
C -4.35 0.26 2.31
C -3.54 -0.69 1.71
H -3.05 0.51 -1.27
H -4.33 2.47 -0.17
H -5.31 2.16 1.90
H -4.72 0.12 3.32
H -3.10 -1.45 2.34
N -2.75 -3.77 0.82
C -2.37 -4.17 2.10
C -2.72 -5.35 2.74
C -3.46 -6.30 2.08
C -3.78 -6.04 0.75
C -3.45 -4.75 0.20
H -1.83 -3.48 2.74
H -2.36 -5.54 3.74
H -3.85 -7.19 2.55
H -4.33 -6.78 0.20
H -3.83 -4.58 -0.80
N -3.60 -2.19 -1.88
C -4.93 -2.09 -1.52
C -5.96 -1.88 -2.42
C -5.70 -1.77 -3.77
C -4.39 -1.92 -4.15
C -3.40 -2.10 -3.19
H -5.15 -2.06 -0.47
H -6.93 -1.58 -2.05
H -6.45 -1.46 -4.49
H -4.07 -1.88 -5.18
H -2.36 -2.08 -3.50
N -1.51 4.17 -0.72
C -2.21 5.30 -0.47
C -3.29 5.71 -1.25
C -3.76 4.82 -2.21
C -3.18 3.59 -2.42
C -2.00 3.33 -1.69
H -1.86 5.76 0.44
H -3.93 6.56 -1.06
H -4.68 5.04 -2.74
H -3.56 2.89 -3.15
H -1.44 2.42 -1.85
N 5.39 -0.91 -2.77
C 5.39 -2.13 -2.22
C 4.80 -2.48 -1.02
C 4.25 -1.45 -0.24
C 4.38 -0.15 -0.81
C 4.97 0.13 -2.01
H 5.85 -2.84 -2.90
H 4.78 -3.50 -0.66
H 3.74 -1.62 0.70
H 4.10 0.70 -0.19
H 5.09 1.09 -2.49
C -0.13 -1.90 4.67
O -1.02 -1.13 3.90
H -0.34 -2.91 4.32
H 0.94 -1.76 4.50
H -0.26 -1.80 5.75
H -0.62 -1.08 3.03
C -1.08 0.53 -5.00
O -1.59 1.09 -3.77
H -1.62 -0.37 -5.28
H -1.34 1.30 -5.73
H -0.01 0.32 -4.96
H -1.20 0.56 -3.07
C 2.05 -2.15 -3.70
O 0.72 -1.92 -4.01
H 2.27 -2.54 -2.71
H 2.55 -2.86 -4.36
H 2.64 -1.25 -3.87
H 0.32 -1.45 -3.27
C 2.53 -3.89 2.47
O 1.14 -4.03 2.13
H 3.17 -3.79 1.60
H 2.71 -3.01 3.08
H 2.95 -4.79 2.93
H 0.69 -3.22 1.85
F 1.08 5.68 2.71
C 1.98 4.99 1.93
C 1.62 4.08 0.93
C 2.59 3.43 0.17
C 3.94 3.82 0.35
C 4.29 4.80 1.28
C 3.35 5.26 2.16
H 0.58 3.83 0.78
H 2.30 2.78 -0.65
H 4.59 3.41 -0.41
H 5.26 5.27 1.35
H 3.55 5.87 3.03
F 4.71 3.38 6.35
C 4.10 2.37 5.62
C 3.66 1.21 6.28
C 3.18 0.19 5.47
C 3.22 0.24 4.09
C 3.72 1.40 3.44
C 4.10 2.47 4.24
H 3.55 1.19 7.36
H 2.75 -0.68 5.95
H 2.84 -0.59 3.51
H 3.73 1.43 2.36
H 4.52 3.36 3.79
F -2.41 5.89 3.85
C -1.72 4.72 3.75
C -2.03 3.90 2.64
C -1.45 2.71 2.60
C -0.62 2.21 3.62
C -0.25 3.04 4.64
C -0.91 4.28 4.80
H -2.67 4.17 1.81
H -1.66 2.11 1.72
H -0.15 1.25 3.46
H 0.36 2.68 5.45
H -0.64 4.92 5.62

Atomic partial charges in e from the Mulliken method, atoms 1 to 5: number 1, Fe, carries 1.17; number 2, O, carries 1.11; number 3, C, carries 0.02; number 4, C, carries -0.31; number 5, O, carries 2.89

=====

Question: energy of number 3 (C59H70F3FeN7O6)?
Answer: -127564.2057 eV

=====

Question: Which of these has the lowest max |F|?
Answer: C59H64N2O6PRbSSi

=====

Question: Which formula does entry 2 have?
Answer: C59H66N3O2